# 1
Below is a structure of composition C45H30Cl3N12O2SeZr, with properties calculated with the ωB97M-V functional and the def2-TZVPD basis.

The calculation puts the total energy at -6369.51922 Ha. The calculation puts the HOMO energy at -10.19 eV. The calculation puts the relative energy (zero: lowest compared OMol25 entry of this formula, charge and spin) at 30.9 kJ/mol.

Structure (ORCA input):
```
! wB97M-V def2-TZVPD RIJCOSX def2/J DEFGRID3
* xyz 1 1
Zr -0.4462 1.7001 -1.0778
C -4.0253 0.0951 -3.5290
C -2.7528 0.4844 -3.0998
N -2.5295 1.1048 -1.9586
C -3.5963 1.4304 -1.1702
C -4.9175 1.1113 -1.5439
C -5.1044 0.4051 -2.7492
C -5.9929 1.5523 -0.7422
C -5.7276 2.3289 0.3456
C -4.4087 2.6585 0.7159
C -3.3248 2.1854 0.0075
N -1.9767 2.4628 0.2291
C -1.5558 3.2099 1.3320
C -2.0866 3.2589 2.6012
C -1.5347 4.1123 3.5847
C -0.4645 4.9140 3.3195
C 0.1544 4.8394 2.0479
C 1.2904 5.5876 1.6740
C 1.8432 5.4087 0.4355
C 1.3020 4.4380 -0.4181
N 0.2443 3.7192 -0.0996
C -0.3702 3.9557 1.0927
H -4.1327 -0.4138 -4.4760
H -1.8925 0.2911 -3.7206
H -6.1089 0.1438 -3.0581
H -7.0063 1.3056 -1.0286
H -6.5412 2.7197 0.9421
H -4.2721 3.3293 1.5473
H -2.9332 2.6445 2.8696
H -1.9946 4.1319 4.5638
H -0.0667 5.5879 4.0664
H 1.7128 6.2984 2.3736
H 2.7027 5.9770 0.1108
H 1.7493 4.2358 -1.3838
C -3.2934 -3.2032 0.4624
N -2.5685 -1.9375 0.5132
C -1.8104 -1.3629 -0.4134
N -1.2194 -0.2892 0.0980
C -1.6708 -0.2744 1.3893
N -2.4751 -1.2601 1.6770
C -2.5601 -4.2705 1.2447
C -3.2370 -5.2522 1.9545
C -2.5260 -6.2075 2.6729
C -1.1408 -6.1859 2.7053
C -0.4642 -5.2018 1.9931
C -1.1770 -4.2600 1.2624
C 0.9903 -5.0750 2.0145
N 1.8769 -5.5739 2.8027
N 3.0971 -5.0329 2.4166
C 2.8512 -4.2552 1.4217
O 1.5356 -4.2327 1.1019
C 3.7229 -3.3835 0.6389
C 4.9388 -2.9383 1.1478
C 5.6995 -2.0515 0.4041
C 5.2472 -1.6033 -0.8304
C 4.0414 -2.0598 -1.3511
C 3.6127 -1.6209 -2.7248
N 2.2159 -1.1775 -2.8090
C 1.3431 -0.8361 -1.8730
N 0.2804 -0.2585 -2.4335
C 0.5872 -0.2879 -3.7636
N 1.7444 -0.8303 -4.0279
C 3.2890 -2.9620 -0.6134
H -3.3913 -3.4699 -0.5911
H -4.2897 -3.0338 0.8665
H -1.7168 -1.7158 -1.4271
H -1.4113 0.4859 2.1077
H -4.3202 -5.2688 1.9625
H -3.0619 -6.9671 3.2253
H -0.5832 -6.9136 3.2790
H -0.6313 -3.4919 0.7313
H 5.2659 -3.2810 2.1203
H 6.6425 -1.6912 0.7928
H 5.8432 -0.8990 -1.3980
H 3.7281 -2.4181 -3.4593
H 4.2201 -0.7773 -3.0533
H 1.5049 -0.9828 -0.8176
H -0.0280 0.1299 -4.5430
H 2.3599 -3.3525 -1.0100
Cl 6.6729 1.4816 1.5688
C 5.1644 1.5829 0.7268
C 3.9867 1.3247 1.4069
C 2.8022 1.3997 0.7015
Cl 1.2828 1.0724 1.4913
C 2.7326 1.7078 -0.6606
O 1.5885 1.7257 -1.3046
C 3.9536 1.9538 -1.3024
Cl 3.9150 2.3086 -2.9930
C 5.1564 1.9036 -0.6217
H 3.9938 1.0699 2.4570
H 6.0820 2.1050 -1.1429
Se -0.3454 3.0586 -3.3993
C -2.0950 3.6338 -3.3430
N -3.1888 3.9892 -3.2554
*
```

Mulliken population analysis, charges in e, atoms 1 to 6: -0.579, -1.203, -0.313, 1.831, 0.293, 1.051

***

# 2
Below is a structure of composition C45H33F3IrNO3P2S6, with properties calculated with the ωB97M-V functional and the def2-TZVPD basis.

The calculation puts the total energy at -5491.05380 Ha. As for the expectation value of S²: 0.756. The calculation puts the HOMO energy (alpha / beta) at -4.68 / -5.10 eV. The calculation puts the relative energy (zero: lowest compared OMol25 entry of this formula, charge and spin) at 0.0 kJ/mol.

Structure (ORCA input):
```
! wB97M-V def2-TZVPD RIJCOSX def2/J DEFGRID3
* xyz -1 2
Ir -1.3942 -0.7127 -1.1745
S -3.2646 1.5559 2.1832
P -1.4143 1.1812 1.6557
C -1.1846 -0.3629 0.7920
P -1.4006 -1.8909 1.7423
S -3.0411 -2.9087 1.4078
C 0.1219 -2.8404 1.4158
C 1.3040 -2.2044 1.0568
C 2.4794 -2.9315 0.9195
C 2.4705 -4.3030 1.1293
C 1.2834 -4.9466 1.4608
C 0.1116 -4.2185 1.6023
C -1.2902 -1.5805 3.5446
C -2.4613 -1.2450 4.2203
C -2.4447 -1.0507 5.5924
C -1.2634 -1.2055 6.3046
C -0.0960 -1.5488 5.6388
C -0.1085 -1.7342 4.2638
C -0.6929 2.5492 0.6879
C 0.5093 2.3769 0.0118
C 1.1323 3.4580 -0.5918
C 0.5462 4.7163 -0.5352
C -0.6648 4.8863 0.1218
C -1.2825 3.8060 0.7379
C -0.2478 1.2546 3.0750
C 1.1160 1.0336 2.8895
C 2.0025 1.1900 3.9414
C 1.5347 1.5734 5.1924
C 0.1797 1.7940 5.3819
C -0.7094 1.6376 4.3261
H 1.2953 -1.1476 0.8312
H 3.3898 -2.4262 0.6176
H 3.3836 -4.8747 1.0139
H 1.2707 -6.0202 1.6040
H -0.8250 -4.7070 1.8436
H -3.3815 -1.1453 3.6605
H -3.3595 -0.7817 6.1059
H -1.2522 -1.0585 7.3781
H 0.8303 -1.6683 6.1873
H 0.8083 -2.0005 3.7536
H 0.9186 1.3824 -0.1004
H 2.0633 3.3080 -1.1252
H 1.0288 5.5614 -1.0117
H -1.1315 5.8633 0.1567
H -2.2277 3.9213 1.2547
H 1.4945 0.7397 1.9193
H 3.0592 1.0103 3.7841
H 2.2265 1.6947 6.0172
H -0.1927 2.0820 6.3574
H -1.7718 1.8009 4.4617
F -6.1993 1.0345 -2.8281
C -5.7229 1.8998 -1.9085
F -6.3479 3.0779 -2.1394
F -6.1379 1.4669 -0.7135
C -4.2348 2.0451 -1.9918
C -3.6634 3.1814 -2.5278
C -2.2837 3.2718 -2.6718
C -1.5054 2.2231 -2.2308
N -2.0519 1.1504 -1.6602
C -3.3985 0.9974 -1.5801
S -3.7300 -0.5772 -0.9781
H -4.3010 3.9945 -2.8479
H -1.8143 4.1399 -3.1098
H -0.4285 2.2257 -2.3162
O -1.2360 -2.8367 -1.3193
C -1.5192 -2.7975 -2.5473
O -1.6910 -1.6888 -3.1196
H -1.6080 -3.7320 -3.1113
O 0.6880 -0.4878 -1.4724
C 1.4642 -0.6250 -2.6142
C 1.4095 -2.0110 -3.2617
C 1.4734 -3.1894 -2.5825
C 1.5441 -4.3230 -3.4334
C 1.5594 -3.9823 -4.7527
S 1.4771 -2.2869 -4.9603
C 1.1536 0.4939 -3.6172
C 1.8320 1.6702 -3.7708
C 1.2099 2.5680 -4.6805
C 0.0696 2.0481 -5.2117
S -0.2612 0.4858 -4.6065
C 2.9221 -0.4633 -2.1675
C 4.0691 -0.8756 -2.7754
C 5.2428 -0.5191 -2.0540
C 4.9592 0.1548 -0.9060
S 3.2711 0.3543 -0.6982
H 1.4419 -3.2359 -1.5050
H 1.5728 -5.3432 -3.0765
H 1.5941 -4.6357 -5.6097
H 2.7539 1.8847 -3.2486
H 1.5999 3.5450 -4.9300
H -0.5980 2.5040 -5.9259
H 4.0721 -1.4263 -3.7058
H 6.2461 -0.7675 -2.3710
H 5.6495 0.5245 -0.1645
*
```

Mulliken population analysis, charges in e, atoms 1 to 6: 1.214, -0.437, 1.952, -0.416, 2.225, -0.520

***

# 3
Below is a structure of composition C45H34CrIN2O4PSSb, with properties calculated with the ωB97M-V functional and the def2-TZVPD basis.

The calculation puts the total energy at -4467.20181 Ha. As for the expectation value of S²: 3.884. The calculation puts the HOMO energy (alpha / beta) at -13.53 / -13.53 eV. The calculation puts the relative energy (zero: lowest compared OMol25 entry of this formula, charge and spin) at 81.7 kJ/mol.

Structure (ORCA input):
```
! wB97M-V def2-TZVPD RIJCOSX def2/J DEFGRID3
* xyz 2 4
Cr -0.7875 0.5602 -0.8827
O -3.8493 5.0078 -0.9935
C -4.4066 4.0345 -0.2917
O -5.2319 4.2202 0.5575
C -3.9651 2.6284 -0.5765
C -4.6107 1.5223 -0.0400
N -3.8960 0.4400 -0.3658
N -2.8220 0.7565 -1.1040
C -2.8521 2.0945 -1.2291
C -1.7703 2.7038 -2.0823
O -1.8493 3.8594 -2.4341
O -0.8154 1.8575 -2.3333
H -3.1804 4.6750 -1.6380
H -5.5198 1.4677 0.5327
H -4.0793 -0.5230 -0.1228
I 1.6027 1.6042 -0.2688
C 2.1294 2.1810 -2.2162
C 2.4711 3.4940 -2.3611
C 3.1015 3.9208 -3.5480
C 3.4559 2.9963 -4.4813
C 3.1179 1.6282 -4.3279
C 3.5954 0.6770 -5.2649
C 3.3197 -0.6496 -5.1234
C 2.4331 -1.0570 -4.1108
C 1.9031 -0.1658 -3.2034
P 0.4242 -0.8319 -2.3917
C 0.9067 -2.4288 -1.7045
C 1.8981 -2.4447 -0.7205
C 2.3218 -3.6491 -0.1918
C 1.7536 -4.8407 -0.6277
C 0.7683 -4.8258 -1.5999
C 0.3430 -3.6216 -2.1442
C -0.8206 -1.0991 -3.6657
C -0.6556 -0.6903 -4.9856
C -1.6815 -0.8851 -5.8993
C -2.8667 -1.4826 -5.5035
C -3.0390 -1.8878 -4.1845
C -2.0236 -1.6887 -3.2676
C 2.3409 1.1978 -3.2196
H 2.2951 4.2040 -1.5672
H 3.3470 4.9639 -3.6762
H 4.0152 3.2892 -5.3592
H 4.2111 1.0273 -6.0819
H 3.7237 -1.3785 -5.8099
H 2.1151 -2.0926 -4.0925
H 2.3552 -1.5199 -0.3848
H 3.1087 -3.6642 0.5482
H 2.0903 -5.7814 -0.2162
H 0.3357 -5.7518 -1.9494
H -0.4108 -3.6235 -2.9201
H 0.2569 -0.2093 -5.3059
H -1.5508 -0.5667 -6.9235
H -3.6601 -1.6337 -6.2214
H -3.9608 -2.3610 -3.8778
H -2.1575 -2.0226 -2.2425
S -1.1843 -0.6281 1.0760
Sb -0.1372 -0.3036 3.1347
C -0.5944 -2.0273 4.2007
C 0.3730 -2.9276 4.6319
C -0.0207 -4.0622 5.3258
C -1.3641 -4.2880 5.5838
C -2.3251 -3.3817 5.1598
C -1.9452 -2.2449 4.4652
C 1.9027 0.1042 3.0047
C 2.8421 -0.8873 2.7306
C 4.1864 -0.5553 2.6726
C 4.5893 0.7568 2.8845
C 3.6545 1.7429 3.1592
C 2.3064 1.4198 3.2239
C -1.0325 1.3429 4.0347
C -1.8673 2.1874 3.3133
C -2.4354 3.2857 3.9450
C -2.1625 3.5274 5.2832
C -1.3299 2.6793 5.9999
C -0.7587 1.5784 5.3799
H 1.4255 -2.7499 4.4595
H 0.7230 -4.7651 5.6714
H -1.6644 -5.1715 6.1283
H -3.3688 -3.5564 5.3774
H -2.7001 -1.5339 4.1468
H 2.5356 -1.9093 2.5442
H 4.9233 -1.3205 2.4702
H 5.6397 1.0088 2.8444
H 3.9744 2.7592 3.3365
H 1.5821 2.1889 3.4689
H -2.0919 1.9825 2.2722
H -3.0952 3.9436 3.3970
H -2.6081 4.3805 5.7743
H -1.1305 2.8718 7.0446
H -0.1195 0.9174 5.9507
*
```

Mulliken population analysis, charges in e, atoms 1 to 6: 0.821, -0.526, 0.485, -0.546, 0.361, -0.664

***

# 4
Below is a structure of composition C45H35FNO3STeW, with properties calculated with the ωB97M-V functional and the def2-TZVPD basis.

The calculation puts the total energy at -2849.06654 Ha. The calculation puts the HOMO energy at -10.90 eV. The calculation puts the relative energy (zero: lowest compared OMol25 entry of this formula, charge and spin) at 0.0 kJ/mol.

Structure (ORCA input):
```
! wB97M-V def2-TZVPD RIJCOSX def2/J DEFGRID3
* xyz 1 1
W 0.4614 0.3272 -0.0065
C 6.2665 -0.7708 3.2865
C 5.1662 -0.6968 2.2621
C 5.3491 -1.2055 0.9778
C 4.3372 -1.1625 0.0262
C 4.5372 -1.6479 -1.3828
O 5.4841 -1.2715 -2.0305
C 3.5189 -2.5878 -1.9415
C 2.8229 -3.4692 -1.1198
C 1.8802 -4.3312 -1.6612
C 1.6181 -4.3011 -3.0252
C 2.3192 -3.4277 -3.8499
C 3.2775 -2.5827 -3.3118
C 3.1408 -0.5694 0.3919
O 2.1171 -0.4294 -0.5244
C 2.9348 -0.0050 1.6401
C 3.9509 -0.0905 2.5813
C 1.6117 0.6719 1.8098
N 0.4871 -0.1879 1.7954
C 0.3394 -1.4994 2.4314
C 0.3237 -2.6251 1.4104
Te -1.5127 -2.8456 0.3026
C -1.3538 -1.1102 -0.9523
C -2.2794 1.0577 -1.4396
C -1.6955 1.4501 -2.7105
C -0.6193 0.9357 -3.3369
C 0.1053 -0.2006 -2.8889
C -0.2322 -1.0934 -1.9033
C 1.5441 1.9474 2.5568
C 0.4636 2.2329 3.3862
C 0.3667 3.4636 4.0210
C 1.3496 4.4228 3.8300
C 2.4357 4.1412 3.0100
C 2.5357 2.9124 2.3805
H 7.1713 -1.2029 2.8639
H 5.9658 -1.3826 4.1381
H 6.5096 0.2221 3.6665
H 6.3028 -1.6400 0.7035
H 3.0447 -3.4975 -0.0586
H 1.3542 -5.0322 -1.0260
H 0.8791 -4.9688 -3.4483
H 2.1273 -3.4200 -4.9150
H 3.8505 -1.9128 -3.9406
H 3.8121 0.3558 3.5600
H -0.5851 -1.5007 3.0127
H 1.1751 -1.6256 3.1236
H 0.4119 -3.5823 1.9266
H 1.1642 -2.5576 0.7194
H -3.0042 1.7814 -1.0768
H -2.1629 2.3210 -3.1566
H -0.2618 1.4232 -4.2343
H 1.0257 -0.4382 -3.4114
H 0.4433 -1.9402 -1.8060
H -0.3092 1.4863 3.5310
H -0.4742 3.6701 4.6701
H 1.2762 5.3829 4.3227
H 3.2067 4.8854 2.8592
H 3.3811 2.7040 1.7353
F 1.3948 6.2764 -1.2824
C 1.1990 4.9912 -0.9664
C 0.1751 4.6666 -0.0950
C -0.0167 3.3377 0.2365
C 0.7936 2.3339 -0.3067
C 1.8189 2.7049 -1.1873
C 2.0272 4.0337 -1.5197
H -0.4466 5.4493 0.3174
H -0.8070 3.0823 0.9318
H 2.4814 1.9578 -1.6110
H 2.8219 4.3326 -2.1894
C -9.0289 -0.0594 -1.1362
C -9.3335 -1.5032 -0.8446
O -10.3739 -2.0318 -1.0982
S -8.1546 -2.4762 0.1370
C -6.5623 -1.7777 -0.2109
C -5.8007 -1.2704 0.8369
C -4.5158 -0.8045 0.6035
C -3.9918 -0.8264 -0.6826
C -4.7540 -1.3251 -1.7350
C -6.0261 -1.8161 -1.4972
C -2.6260 -0.3193 -0.9467
C -1.6206 0.3925 -0.1719
H -9.6965 0.2821 -1.9236
H -7.9935 0.1168 -1.4106
H -9.2356 0.5068 -0.2257
H -6.2192 -1.2385 1.8340
H -3.9153 -0.4147 1.4160
H -4.3442 -1.3450 -2.7380
H -6.6050 -2.2384 -2.3083
*
```

Mulliken population analysis, charges in e, atoms 1 to 6: 0.365, -1.668, 0.394, -0.616, 0.501, -0.552

***

# 5
Below is a structure of composition C45H36N5O6P2TeV, with properties calculated with the ωB97M-V functional and the def2-TZVPD basis.

The calculation puts the total energy at -4356.30822 Ha. As for the expectation value of S²: 2.037. The calculation puts the HOMO energy (alpha / beta) at -7.26 / -7.25 eV. The calculation puts the relative energy (zero: lowest compared OMol25 entry of this formula, charge and spin) at 123.3 kJ/mol.

Structure (ORCA input):
```
! wB97M-V def2-TZVPD RIJCOSX def2/J DEFGRID3
* xyz 0 3
V 0.6797 -0.2486 -1.0934
Te 0.5784 1.9932 3.3254
C -1.3277 2.3997 4.1963
C -1.8962 1.5706 5.1536
C -3.1647 1.8713 5.6341
N -3.8770 2.9197 5.2307
C -3.3223 3.7159 4.3196
C -2.0611 3.5041 3.7787
C -0.0808 0.8627 1.7151
P -0.7942 1.3587 0.1902
C -2.5274 0.7764 0.2253
C -3.0013 -0.1320 -0.7147
C -4.2685 -0.6863 -0.5760
C -5.0750 -0.3219 0.4897
C -4.6126 0.5937 1.4279
C -3.3421 1.1281 1.3025
C -0.8759 3.1592 0.0926
C -2.0739 3.8367 -0.1153
C -2.0934 5.2241 -0.1272
C -0.9185 5.9379 0.0641
C 0.2824 5.2655 0.2426
C 0.3052 3.8810 0.2440
P 0.3982 -0.7863 1.4065
C 1.8295 -1.1853 2.4608
C 3.0541 -0.5759 2.1861
C 4.1402 -0.7707 3.0244
C 4.0164 -1.5760 4.1483
C 2.8019 -2.1826 4.4299
C 1.7127 -1.9895 3.5916
C -0.8682 -1.9732 1.9640
C -1.9275 -1.5449 2.7558
C -2.9158 -2.4382 3.1450
C -2.8479 -3.7661 2.7484
C -1.7864 -4.2041 1.9668
C -0.8028 -3.3095 1.5740
H -1.3737 0.6932 5.5134
H -3.6286 1.2349 6.3800
H -3.9148 4.5670 4.0018
H -1.6679 4.1857 3.0338
H -2.3919 -0.3973 -1.5685
H -4.6226 -1.4018 -1.3069
H -6.0629 -0.7516 0.5950
H -5.2364 0.8787 2.2661
H -2.9674 1.8069 2.0595
H -2.9920 3.2862 -0.2710
H -3.0285 5.7451 -0.2872
H -0.9374 7.0203 0.0657
H 1.2037 5.8175 0.3744
H 1.2489 3.3615 0.3568
H 3.1496 0.0717 1.3237
H 5.0839 -0.2884 2.8029
H 4.8633 -1.7246 4.8054
H 2.6961 -2.8032 5.3102
H 0.7683 -2.4632 3.8252
H -1.9756 -0.5039 3.0542
H -3.7420 -2.0939 3.7542
H -3.6219 -4.4612 3.0465
H -1.7274 -5.2418 1.6643
H 0.0350 -3.6585 0.9785
O 0.0352 -2.0483 -1.6341
C 0.8258 -3.0093 -1.6320
C 2.2118 -3.0180 -1.2837
C 2.8217 -4.2871 -1.3118
C 4.1464 -4.4267 -1.0255
C 4.9412 -3.3081 -0.7238
C 4.3803 -2.0662 -0.7033
C 3.0017 -1.8636 -0.9638
O 2.5418 -0.6585 -0.8931
N 4.7449 -5.7539 -1.0492
O 5.9464 -5.8314 -0.8783
O 4.0162 -6.7035 -1.2684
H 0.4142 -3.9757 -1.9433
H 2.2403 -5.1647 -1.5612
H 5.9905 -3.4533 -0.5118
H 4.9714 -1.1878 -0.4859
N 1.1040 3.5069 -2.7843
N 2.4561 3.0715 -2.6130
H 0.6352 3.0365 -3.5497
H 1.1122 4.5007 -2.9682
H 2.9025 2.8720 -3.5043
H 2.4140 2.1933 -2.1064
O 2.6980 -0.6853 -3.8326
C 1.6099 -0.2051 -4.0633
N 0.7226 0.2953 -3.1198
C -0.4561 0.6576 -3.7357
O -1.4427 1.0676 -3.1544
C -0.2992 0.4571 -5.2120
C -1.1690 0.6762 -6.2591
C -0.7182 0.3559 -7.5370
C 0.5554 -0.1664 -7.7412
C 1.4230 -0.3879 -6.6746
C 0.9672 -0.0645 -5.4142
H -2.1574 1.0813 -6.0878
H -1.3671 0.5095 -8.3893
H 0.8706 -0.4060 -8.7484
H 2.4139 -0.7969 -6.8205
*
```

Mulliken population analysis, charges in e, atoms 1 to 6: 0.945, 0.324, 0.116, -0.234, -0.455, -0.665